(1)
# C28H22F3N2O6PS2V

A structure of composition C28H22F3N2O6PS2V (wB97M-V/def2-TZVPD, the OMol25 dataset).

XYZ file:
```
65
Properties=species:S:1:pos:R:3
V 0.12467 -0.54735 1.34577
N 2.20187 -0.48744 0.54073
C 2.57612 0.89606 0.39379
C 3.82337 1.40454 0.59678
C 4.05827 2.77902 0.37286
C 3.06426 3.60012 -0.07414
C 1.76055 3.09179 -0.28164
C 0.66731 3.85035 -0.75743
C -0.55671 3.25596 -0.89658
C -0.72505 1.91620 -0.50116
N 0.27619 1.17885 -0.06956
C 1.51623 1.73655 -0.00324
H 2.21249 -0.92582 -0.38005
H 2.85702 -0.99663 1.12787
H 4.63358 0.76307 0.92134
H 5.05085 3.17333 0.54502
H 3.25634 4.64747 -0.26894
H 0.80997 4.89470 -1.00643
H -1.41209 3.80469 -1.26351
H -1.70204 1.45564 -0.50802
O -1.52292 0.62518 1.90483
S -2.51058 -0.50807 1.91754
O -1.58139 -1.68221 2.06436
O -2.82379 -0.49877 0.26629
C -3.14982 -1.68018 -0.37475
C -4.48696 -1.94852 -0.62814
C -4.83456 -3.08321 -1.33876
C -3.84532 -3.94644 -1.79366
C -2.51660 -3.67529 -1.52385
C -2.14123 -2.53558 -0.80799
P -0.37230 -2.25331 -0.47074
C 0.32947 -1.77206 -2.07506
C -0.41857 -0.98645 -2.94862
C 0.16112 -0.47650 -4.10152
C 1.49137 -0.74288 -4.39357
C 2.24263 -1.53201 -3.53384
C 1.66648 -2.04414 -2.37974
C 0.25158 -3.91037 -0.08398
C 0.68724 -4.79089 -1.07793
C 1.09578 -6.07129 -0.73994
C 1.06999 -6.48308 0.58554
C 0.62879 -5.61621 1.57341
C 0.21979 -4.33236 1.24484
H -5.23418 -1.25141 -0.27062
H -5.87642 -3.29386 -1.54037
H -4.10966 -4.83503 -2.35080
H -1.75646 -4.36601 -1.86591
H -1.46090 -0.77756 -2.73641
H -0.43272 0.12562 -4.77702
H 1.93837 -0.35017 -5.29734
H 3.27385 -1.76356 -3.76738
H 2.25121 -2.69669 -1.73962
H 0.70264 -4.48724 -2.11451
H 1.43041 -6.74907 -1.51470
H 1.39183 -7.48255 0.84726
H 0.60369 -5.93608 2.60683
H -0.12949 -3.66520 2.02214
F -0.85759 -0.55699 4.74377
C 0.35796 -0.97409 5.08893
F 0.78991 -0.27871 6.12977
F 0.31668 -2.26445 5.39213
S 1.51246 -0.74866 3.66068
O 2.83119 -0.85269 4.16657
O 1.07287 -1.79474 2.69030
O 1.10655 0.50429 3.00811
```

Net charge ... +1
ΔE to the lowest compared entry with this formula, charge and spin ... 0.415 eV
LUMO level (alpha / beta) ... -3.3 / -3.3 eV
Max |F| ... 0.0102 hartree/bohr
HOMO (alpha / beta) ... -0.4367 / -0.4353 Ha
Spin multiplicity ... 3
HOMO-LUMO gap (alpha / beta) ... 8.6 / 8.5 eV

(2)
# C28H22F5N4O4Re

A structure of composition C28H22F5N4O4Re (wB97M-V/def2-TZVPD, the OMol25 dataset).

XYZ file:
```
64
Properties=species:S:1:pos:R:3
Re 0.24671 0.01066 0.38711
O 1.65919 1.20615 0.50116
C 1.80406 2.50383 0.08659
C 3.09149 3.00378 0.04087
C 3.30572 4.31348 -0.36650
C 2.23604 5.12431 -0.71034
C 0.94858 4.62071 -0.64896
C 0.70117 3.30209 -0.26260
C -0.67814 2.84974 -0.21935
N -1.00012 1.63138 0.01422
N -2.36035 1.34626 0.06864
C -2.55891 0.08807 0.28788
O -1.53936 -0.74485 0.51443
C -3.91070 -0.47520 0.31106
C -4.10143 -1.81190 0.65092
C -5.38246 -2.33823 0.67622
C -6.46999 -1.53556 0.36325
C -6.27954 -0.20301 0.01747
C -5.00363 0.32936 -0.01176
H 3.91299 2.35915 0.32031
H 4.31474 4.70044 -0.40769
H 2.40310 6.14552 -1.02200
H 0.10833 5.25186 -0.91034
H -1.47668 3.56264 -0.39476
H -3.24797 -2.43246 0.88647
H -5.53145 -3.37756 0.93578
H -7.46970 -1.94881 0.38325
H -7.12794 0.41847 -0.23453
H -4.84189 1.36139 -0.28819
O -1.54448 0.40309 7.22433
C -0.82246 -0.68398 6.69922
C -0.53668 -0.42352 5.24784
C -1.13540 0.62868 4.56936
C -0.85439 0.80065 3.22922
N -0.01984 0.00035 2.56250
C 0.57193 -1.02155 3.20638
C 0.32751 -1.25690 4.54705
C 1.47039 -1.86564 2.38254
C 2.30876 -2.81536 2.93590
C 3.14943 -3.55902 2.11858
C 4.10113 -4.56954 2.70961
O 3.76769 -4.93731 4.02794
C 3.11805 -3.31409 0.75279
C 2.25950 -2.35679 0.25787
N 1.44374 -1.64198 1.04782
H -1.77004 0.22688 8.14236
H -1.39283 -1.61861 6.77128
H 0.12798 -0.83376 7.22418
H -1.80916 1.29963 5.07972
H -1.30985 1.59837 2.65665
H 0.79645 -2.09153 5.04911
H 2.33841 -2.98179 4.00167
H 5.09369 -4.11302 2.74971
H 4.17642 -5.43467 2.04540
H 3.16547 -5.68755 4.01047
H 3.74970 -3.86326 0.06745
H 2.20536 -2.14521 -0.79843
F 0.11355 -1.91050 -1.79974
C 0.28615 -0.54276 -1.69969
F 1.56863 -0.28906 -2.15893
C -0.63898 0.04620 -2.77310
F -1.92043 -0.21163 -2.48259
F -0.38284 -0.45519 -3.97945
F -0.48054 1.37851 -2.83648
```

Net charge ... +1
ΔE to the lowest compared entry with this formula, charge and spin ... 0.112 eV
LUMO level (alpha / beta) ... -4.1 / -4.1 eV
Max |F| ... 0.0101 hartree/bohr
HOMO (alpha / beta) ... -0.4008 / -0.3980 Ha
Spin multiplicity ... 2
HOMO-LUMO gap (alpha / beta) ... 6.8 / 6.7 eV

(3)
# C28H22N2NaO4P

A structure of composition C28H22N2NaO4P (wB97M-V/def2-TZVPD, the OMol25 dataset).

XYZ file:
```
58
Properties=species:S:1:pos:R:3
Na 1.51526 1.81423 -0.62447
O 0.35327 3.23416 0.65973
C 0.03923 3.34288 1.88427
C -0.88728 4.35037 2.31383
C -1.28410 4.49829 3.62304
C -0.78201 3.66041 4.62370
C 0.13055 2.68680 4.24994
C 0.55935 2.49813 2.93474
C 1.55734 1.45196 2.72509
N 2.06632 1.10167 1.60918
N 3.02888 0.10729 1.70628
C 3.63565 -0.08316 0.54886
O 3.46237 0.50458 -0.55219
C 4.68977 -1.17218 0.59202
C 5.35289 -1.50383 -0.58503
C 6.32686 -2.49414 -0.59809
C 6.65417 -3.16651 0.57172
C 5.99612 -2.83973 1.75285
C 5.02234 -1.85230 1.76259
H -1.27227 5.00447 1.53808
H -1.99684 5.27745 3.88093
H -1.09222 3.76987 5.65603
H 0.54409 2.02966 5.01170
H 1.90957 0.94179 3.63171
H 5.07667 -0.96253 -1.48070
H 6.83300 -2.74510 -1.52399
H 7.41423 -3.94018 0.56390
H 6.24595 -3.36186 2.67037
H 4.49492 -1.58388 2.66789
O -0.36448 1.95615 -4.66971
C -0.28502 1.39360 -3.56954
O 0.28966 1.78430 -2.51964
C -0.96538 -0.00023 -3.46390
P -1.11634 -0.53000 -1.71332
C -2.55866 0.48433 -1.16123
C -2.29161 1.69757 -0.52479
C -3.33027 2.48169 -0.03931
C -4.64806 2.07454 -0.18764
C -4.92636 0.87769 -0.83559
C -3.88857 0.09093 -1.31624
C -1.97019 -2.15875 -1.89785
C -2.26475 -2.78012 -3.10970
C -2.85927 -4.03801 -3.14631
C -3.18022 -4.69569 -1.96998
C -2.89196 -4.09041 -0.75112
C -2.28548 -2.84654 -0.72090
H -0.30663 -0.71002 -3.97449
H -1.92230 0.01794 -3.98978
H -1.27666 2.06158 -0.41662
H -3.08816 3.40659 0.46908
H -5.45626 2.68375 0.20135
H -5.95287 0.55158 -0.96337
H -4.12186 -0.84484 -1.81058
H -2.03402 -2.27676 -4.03927
H -3.07612 -4.50173 -4.10210
H -3.64544 -5.67408 -1.99967
H -3.13125 -4.59737 0.17638
H -2.04557 -2.38631 0.23186
```

Net charge ... -2
LUMO level ... 4.2 eV
Max |F| ... 0.0024 hartree/bohr
HOMO ... -0.0460 Ha
Spin multiplicity ... 1
HOMO-LUMO gap ... 5.5 eV

(4)
# C28H23ClNO

A cluster of 2 separate species, C28H23ClNO in total (wB97M-V/def2-TZVPD, the OMol25 dataset).

XYZ file:
```
54
Properties=species:S:1:pos:R:3
Cl -4.83404 -0.47491 -2.32307
C -3.77245 -1.09920 -1.12972
C -2.87725 -2.12140 -1.46889
C -1.95660 -2.56752 -0.53055
C -1.92737 -2.02609 0.78148
C -0.98312 -2.49612 1.75567
C -1.04423 -2.17413 3.21524
C -0.10601 -3.22542 3.90832
C 0.46218 -3.99035 2.75330
C -0.07720 -3.56134 1.55031
C -2.88252 -1.03163 1.11066
C -3.79473 -0.57217 0.16769
H -2.88356 -2.52395 -2.47701
H -1.23918 -3.33357 -0.81708
H -0.67418 -1.16227 3.41203
H -2.06452 -2.22654 3.62121
H 0.66165 -2.72944 4.51646
H -0.70070 -3.85199 4.59309
H 1.18368 -4.79889 2.87720
H 0.14980 -3.98345 0.56968
H -2.89590 -0.61352 2.11845
H -4.51494 0.20457 0.41441
C -1.96636 1.60028 -2.69895
C -1.20796 0.49549 -3.09177
C -0.31509 -0.08486 -2.20042
C -0.21391 0.38515 -0.87873
C 0.68575 -0.39712 0.04840
C 0.72360 -0.10573 1.43599
N 1.91986 -0.24576 2.12862
C 2.77101 -1.26240 1.77737
C 3.87385 -1.60807 2.53103
C 4.13610 -0.94099 3.71058
C 3.32059 0.12859 4.09390
C 2.22330 0.52758 3.27088
C 1.49793 1.67679 3.58823
C 1.78161 2.38393 4.76614
C 2.81147 1.95952 5.62400
C 3.57071 0.84937 5.29434
O 1.31397 -1.35851 -0.46947
C -0.92871 1.53253 -0.50899
C -1.81545 2.12601 -1.41332
H -2.66872 2.05437 -3.39286
H -1.30847 0.07097 -4.09101
H 0.28993 -0.94011 -2.51062
H -0.04232 0.51309 1.89707
H 2.52698 -1.78970 0.86891
H 4.49268 -2.41319 2.14631
H 4.97501 -1.21171 4.34775
H 0.72579 2.04645 2.91635
H 1.20339 3.27002 5.02062
H 3.02236 2.50179 6.54654
H 4.38094 0.49824 5.93812
H -0.77613 1.94593 0.49046
H -2.39149 2.99872 -1.10277
```

Net charge ... +1
LUMO level ... -5.0 eV
Max |F| ... 0.0369 hartree/bohr
HOMO ... -0.3688 Ha
Spin multiplicity ... 1
HOMO-LUMO gap ... 5.0 eV

(5)
# C28H23F5N10O7STeY

A structure of composition C28H23F5N10O7STeY (wB97M-V/def2-TZVPD, the OMol25 dataset).

XYZ file:
```
76
Properties=species:S:1:pos:R:3
Y 12.54843 8.96560 14.09962
O 10.67396 8.43468 17.93329
C 11.22003 8.89027 16.93624
O 11.70253 8.19956 15.98386
C 11.35276 10.34188 16.80073
C 10.94055 11.27161 17.71723
C 11.30398 12.57817 17.49748
C 11.97757 12.96788 16.29879
C 12.25477 12.02219 15.36720
N 11.96963 10.71306 15.68584
C 12.95629 12.13970 14.02788
O 13.07057 13.23725 13.54391
O 13.22074 10.98128 13.46031
H 10.38298 10.90003 18.54178
H 11.09306 13.24926 18.32126
H 12.19180 14.00307 16.14530
N 10.87634 7.54286 6.57343
C 10.67048 7.58552 7.95628
C 9.60266 6.95767 8.58760
C 9.38004 6.96121 9.93755
C 10.36929 7.55392 10.73209
C 11.49850 8.15489 10.14630
C 11.59180 8.21732 8.78370
S 10.19597 7.86172 12.45106
O 8.91708 7.32924 12.83720
O 11.34650 7.14898 13.05767
N 10.58382 9.34608 12.87844
C 10.01635 10.51312 12.46095
N 10.34594 11.49683 13.20974
C 9.88262 12.75066 12.82395
C 9.11924 12.88965 11.72308
C 8.88620 11.75152 10.90912
N 9.40214 10.56414 11.21797
H 10.33628 6.94581 6.03528
H 11.61980 8.10955 6.20127
H 8.83565 6.39100 7.99993
H 8.56662 6.42237 10.40966
H 12.10751 8.84582 10.70434
H 12.35928 8.74033 8.28327
H 10.09763 13.62886 13.41197
H 8.75947 13.84410 11.34060
H 8.41338 11.90252 9.91757
F 15.38223 6.47329 11.41895
Te 15.44379 8.31653 11.51239
F 15.91815 10.15483 11.56799
F 17.09427 8.08271 10.72017
F 16.49597 8.05269 13.02654
F 14.70616 8.44653 9.75053
O 13.94777 8.34815 12.45779
C 16.06514 11.00958 14.78782
C 15.52152 10.21570 15.94591
N 14.52214 9.32779 15.84192
C 14.40443 8.78189 17.13829
C 15.26996 9.34561 17.96077
N 16.00328 10.29335 17.26933
C 17.25247 10.87960 17.63565
N 18.19451 9.80938 17.99185
N 18.94590 9.82253 19.12526
N 19.81877 8.94612 19.11208
C 19.75570 8.34512 17.85841
C 20.69599 7.45739 17.29154
C 20.43377 6.99696 16.02037
C 19.21917 7.38567 15.33028
C 18.42345 8.41568 15.87500
C 18.69567 8.88877 17.13123
H 16.49929 12.00750 15.06730
H 15.28641 10.97966 14.04450
H 16.91317 10.43670 14.40908
H 13.74143 7.99344 17.46621
H 15.59285 9.11859 18.97401
H 17.23421 11.57179 18.49851
H 17.61812 11.30361 16.70666
H 21.52291 7.05791 17.86503
H 21.07111 6.27476 15.58245
H 18.89654 7.03314 14.37424
H 17.62892 8.74657 15.22825
```

Net charge ... -1
ΔE to the lowest compared entry with this formula, charge and spin ... 0.243 eV
LUMO level ... 2.0 eV
Max |F| ... 0.0907 hartree/bohr
HOMO ... -0.2196 Ha
Spin multiplicity ... 1
HOMO-LUMO gap ... 8.0 eV

(6)
# C28H23MnN7SSe

A structure of composition C28H23MnN7SSe (wB97M-V/def2-TZVPD, the OMol25 dataset).

XYZ file:
```
61
Properties=species:S:1:pos:R:3
Mn -1.13282 1.08179 0.72306
C 2.16809 -4.27138 -2.08808
C 1.87825 -2.97558 -1.37948
C 2.52633 -1.79132 -1.72657
C 2.19549 -0.59166 -1.13256
C 1.21294 -0.49303 -0.13618
N 0.82537 0.73500 0.38986
C 1.81121 1.69562 0.58365
C 3.05716 1.35668 1.13192
C 4.02677 2.30088 1.39110
C 3.80093 3.65558 1.15083
C 4.82853 4.69654 1.50767
C 2.57425 4.01100 0.62221
C 1.60985 3.05464 0.31133
N 0.39941 3.51596 -0.29294
C 0.25011 4.61685 -1.05367
C -1.09833 4.82196 -1.24805
C -1.72117 3.78195 -0.55932
N -0.80907 2.99455 0.00747
C 0.60722 -1.69959 0.24081
C 0.91333 -2.89946 -0.39265
N -0.34986 -1.75120 1.29760
C -0.60758 -2.80133 2.09983
C -1.68230 -2.47855 2.89639
C -2.03692 -1.18691 2.51596
N -1.22805 -0.75704 1.55051
H 3.18436 -4.28626 -2.48205
H 1.48662 -4.41636 -2.93001
H 2.05368 -5.12610 -1.42043
H 3.28982 -1.80560 -2.49660
H 2.69643 0.31589 -1.44831
H 3.24369 0.31187 1.35043
H 4.97452 1.98696 1.81393
H 5.83793 4.29139 1.43636
H 4.68873 5.05107 2.53145
H 4.76574 5.56215 0.84752
H 2.35003 5.05871 0.45746
H 1.11044 5.15913 -1.40596
H -1.56119 5.60623 -1.82018
H -2.76541 3.54105 -0.43280
H 0.35720 -3.79107 -0.12246
H 0.00293 -3.68666 2.05782
H -2.14436 -3.09413 3.64750
H -2.82305 -0.53742 2.86685
Se -5.59557 0.84593 0.66558
C -3.78841 0.75447 0.40876
N -2.87149 1.40478 1.04756
S -1.43261 -0.85577 -2.37013
C -2.33690 0.39983 -1.57142
N -3.28779 -0.10560 -0.68123
C -3.33817 -1.48901 -0.68493
C -4.18636 -2.31487 0.05487
C -4.03300 -3.68732 -0.04403
C -3.05938 -4.25530 -0.86148
C -2.22508 -3.44165 -1.61351
C -2.37166 -2.06534 -1.52319
H -2.15410 1.44764 -1.69161
H -4.95150 -1.86922 0.67600
H -4.69303 -4.33032 0.52474
H -2.96543 -5.33153 -0.92680
H -1.47675 -3.86955 -2.27043
```

Net charge ... 0
ΔE to the lowest compared entry with this formula, charge and spin ... 2.890 eV
LUMO level (alpha / beta) ... 0.0 / -0.2 eV
Max |F| ... 0.0175 hartree/bohr
HOMO (alpha / beta) ... -0.2062 / -0.2489 Ha
Spin multiplicity ... 6
HOMO-LUMO gap (alpha / beta) ... 5.6 / 6.6 eV

(7)
# C28H23N3O6

The molecule C28H23N3O6 (wB97M-V/def2-TZVPD, the OMol25 dataset).

XYZ file:
```
60
Properties=species:S:1:pos:R:3
O 1.01202 0.62929 1.75718
C 0.44192 0.17545 0.77334
N 0.12367 -1.12791 0.66349
C 0.49322 -2.09803 1.66455
C -0.72354 -2.44034 2.56497
C -0.37811 -3.44718 3.60692
C 0.13204 -3.20175 4.84897
N 0.35820 -4.37838 5.50626
C 0.00388 -5.41678 4.69504
C 0.05555 -6.78860 4.90759
C -0.37054 -7.60897 3.88568
C -0.84116 -7.08188 2.67940
C -0.89872 -5.72361 2.46364
C -0.46928 -4.86792 3.47875
C 0.95749 -3.35978 0.96354
O 0.57001 -3.69623 -0.12485
O 1.82141 -4.05858 1.68954
C 0.05335 1.08877 -0.34723
C -0.82688 0.76750 -1.31470
C -1.40055 1.63014 -2.33148
C -1.65418 2.98167 -2.10298
C -2.23294 3.79796 -3.06584
C -2.54299 3.22192 -4.27408
C -2.31229 1.86503 -4.51120
C -1.76306 1.04938 -3.55963
O -2.73220 1.54963 -5.77847
C -3.20326 2.75417 -6.33998
O -3.10908 3.78833 -5.38427
N 0.69192 2.31769 -0.18667
C 1.23791 3.08297 -1.18432
O 1.10606 2.83739 -2.36536
C 2.00641 4.25879 -0.68795
C 2.99434 4.78077 -1.51874
C 3.73887 5.87445 -1.12017
C 3.49340 6.46676 0.10796
C 2.49768 5.96589 0.93086
C 1.75616 4.86545 0.53998
H -0.23424 -1.51313 -0.19781
H 1.29590 -1.68702 2.28391
H -1.52754 -2.81646 1.92914
H -1.05029 -1.50934 3.03070
H 0.34697 -2.25960 5.31554
H 0.73006 -4.46422 6.43649
H 0.41753 -7.19499 5.84061
H -0.34289 -8.68063 4.01557
H -1.16637 -7.76057 1.90464
H -1.26318 -5.32916 1.52639
H 2.04891 -4.89464 1.25103
H -1.16867 -0.25731 -1.36771
H -1.41972 3.40620 -1.13996
H -2.42456 4.84145 -2.88060
H -1.58685 0.00511 -3.75804
H -2.59657 3.01283 -7.22365
H -4.25443 2.63194 -6.64671
H 1.09801 2.38937 0.74551
H 3.16182 4.30886 -2.47519
H 4.50894 6.26805 -1.76688
H 4.07247 7.32274 0.42179
H 2.29703 6.43655 1.88217
H 0.96956 4.49975 1.18396
```

Net charge ... 0
ΔE to the lowest compared entry with this formula, charge and spin ... 0.246 eV
LUMO level ... 0.4 eV
Max |F| ... 0.0249 hartree/bohr
SMILES string ... O=C(N[C@@H](Cc1c[nH]c2ccccc12)C(=O)O)/C(=C/c1ccc2c(c1)OCO2)NC(=O)c1ccccc1
HOMO ... -0.2792 Ha
Spin multiplicity ... 1
HOMO-LUMO gap ... 8.0 eV